Formula: C19H19EuN4O4S
Source: the Open Molecules 2025 dataset
Level of theory: ωB97M-V with the def2-TZVPD basis set

Its expectation value of S² is 15.7597. The value obtained for the strongest force on any atom is 2.2 eV Å⁻¹. The multiplicity is 8. Its total charge is -1. The HOMO-LUMO gap (spin up / spin down) is 0.1806 / 0.2164 hartree. The value obtained for the LUMO energy (spin up / spin down) is 1.848 / 1.852 eV.

XYZ file:
```
48
C19H19EuN4O4S ωB97M-V with the def2-TZVPD basis set
Eu 10.0942 6.3078 12.2202
S 8.7467 6.4201 15.0437
O 10.8256 4.1124 12.0194
O 12.7604 2.9257 12.1149
O 11.7491 5.8635 13.8193
O 13.3351 4.4094 14.4450
N 9.5496 6.2572 17.6118
N 11.2244 6.7388 16.2142
N 8.0825 4.6942 11.8657
N 9.2120 6.1389 9.6782
C 11.0530 9.0121 12.2895
C 7.9832 5.5474 9.5673
C 7.3570 4.9558 10.7048
C 5.8464 5.3234 8.3391
C 9.7708 6.6471 8.5980
C 11.9982 3.7922 12.4793
C 11.8403 6.7239 17.5338
C 9.8881 6.4565 16.2945
C 10.7142 9.4404 10.9765
C 9.1850 6.6444 7.3224
C 7.2002 5.6877 8.3418
C 12.4466 4.7521 13.6714
C 9.3156 9.5715 10.9256
C 7.9041 6.1679 7.1907
C 10.7068 6.3153 18.4889
C 5.2369 4.8091 9.5040
C 5.9909 4.6084 10.6360
C 9.8352 8.8838 13.0233
C 8.7723 9.1733 12.1508
H 4.2023 4.5323 9.5215
H 12.6801 6.0512 17.5727
H 5.2560 5.4874 7.4533
H 7.3317 6.3087 6.2666
H 8.6003 6.2319 17.9224
H 10.5386 7.0320 19.3354
H 8.7088 9.8163 10.0517
H 11.7039 6.5540 15.3126
H 10.8769 5.3200 18.9175
H 10.7075 7.1674 8.7711
H 9.6950 8.6775 14.0723
H 5.5803 4.0695 11.4933
H 12.0131 8.7778 12.7076
H 8.7801 3.9320 11.7834
H 9.7791 6.9654 6.4797
H 11.3543 9.5962 10.1260
H 7.7176 9.0456 12.3702
H 7.5663 4.6307 12.7306
H 12.2329 7.7429 17.7878
```

---

Formula: C26H20MoN5O4S4Sb
Source: the Open Molecules 2025 dataset
Level of theory: ωB97M-V with the def2-TZVPD basis set

The value obtained for the strongest force on any atom is 0.4 eV Å⁻¹. Its total charge is -2. The HOMO-LUMO gap is 0.1935 hartree. The value obtained for the LUMO energy is 4.153 eV.

XYZ file:
```
61
C26H20MoN5O4S4Sb ωB97M-V with the def2-TZVPD basis set
Sb 4.1148 -2.6755 0.4336
Mo -0.1170 0.0150 0.6643
S 0.5663 -1.0743 2.7290
S 4.2054 -4.6121 1.6468
S 1.1978 -2.0553 1.0817
S 5.2638 -0.9740 1.4756
O 3.5176 1.5335 -1.8752
O -1.3699 3.1744 3.2352
O -1.3159 1.4392 -0.4904
O 1.4408 0.3235 -0.8180
N -1.9138 -1.1660 1.2385
N -0.5462 -0.9570 -1.2637
N -1.1950 1.1785 2.1086
N 1.2661 1.4932 1.5787
N 0.5401 -1.3931 -2.0170
C -3.8981 -1.2713 2.5434
C -2.8117 -0.5753 2.0394
C 1.5197 -0.5804 -1.7450
C -3.5625 2.0337 -0.8395
C -4.8372 1.6939 -1.2266
C 2.5907 1.4105 1.4619
C 2.8730 3.3958 2.7564
C -3.1238 -3.2123 1.3985
C 3.7038 0.3770 -2.5400
C -2.4870 1.1051 -0.9070
C 3.4285 2.3507 2.0395
C -5.1246 0.4300 -1.7597
C 2.7706 -0.6703 -2.5342
C -1.6796 -1.0070 -1.8587
C -2.7901 -0.1683 -1.4815
C -0.7392 2.3245 2.5900
C 4.1916 -1.9354 -4.0298
C 3.0352 -1.8141 -3.2859
C 1.4955 3.4486 2.9161
C -4.0885 -0.4675 -1.9064
C 0.7278 2.4660 2.3245
C -4.0597 -2.6070 2.2187
C -2.0627 -2.4588 0.9304
C 4.8723 0.2529 -3.2934
C 5.1130 -0.8911 -4.0257
C -2.5767 0.8689 2.3481
H 6.0352 -0.9784 -4.5888
H 2.7165 1.4113 -1.3204
H -5.6344 2.4222 -1.1193
H 5.5827 1.0686 -3.2630
H -3.2404 1.4703 1.7098
H -6.1298 0.1758 -2.0704
H -4.8983 -3.1699 2.6104
H 4.4949 2.2133 1.9239
H 2.3117 -2.6171 -3.2495
H 4.3893 -2.8422 -4.5868
H 3.0035 0.5602 0.9360
H -1.7266 -1.5736 -2.7885
H -3.3376 3.0103 -0.4275
H -4.5951 -0.7594 3.1938
H -4.2681 -1.4348 -2.3663
H -1.2886 -2.8882 0.3121
H -2.8572 1.0923 3.3821
H 3.5057 4.1464 3.2154
H 0.9927 4.2007 3.5079
H -3.1909 -4.2568 1.1281
```

---

Formula: C26H28F4N3O7SiTl
Source: the Open Molecules 2025 dataset
Level of theory: ωB97M-V with the def2-TZVPD basis set

The value obtained for the strongest force on any atom is 0.3 eV Å⁻¹. Its total charge is -2. The HOMO-LUMO gap is 0.2226 hartree. The value obtained for the LUMO energy is 4.442 eV.

XYZ file:
```
70
C26H28F4N3O7SiTl ωB97M-V with the def2-TZVPD basis set
Tl 0.5649 0.8312 -0.4739
Si 2.4262 2.4709 -0.7653
F -2.2646 -0.8404 0.9514
F -4.8317 -0.1369 0.8876
F -1.9732 -0.0430 -3.7213
F -4.5565 0.5235 -3.7667
O -2.8988 3.6769 2.2122
O -0.9702 1.8575 0.9048
O 3.9706 -2.0671 1.3317
O -1.0202 2.3230 -1.9139
O 2.9657 -0.5440 0.0170
O -4.1282 5.3263 0.0997
O -2.9486 4.5332 -2.4728
N 0.8962 -3.4081 -1.0486
N 0.8712 -0.3775 1.7962
N -0.6529 -0.8223 -1.2605
C 1.1473 -2.3494 -2.0154
C -1.7328 2.9589 -1.0875
C -0.1579 -4.3259 -1.4602
C 2.0173 -4.8451 0.6233
C -2.6525 -0.1372 -2.5645
C 1.9340 -1.9980 3.1731
C -1.7236 2.7296 0.3290
C 1.8894 -1.2051 2.0313
C -3.9908 0.1927 -2.5857
C -2.6599 3.6115 1.0107
C -2.7934 -0.4699 -0.2265
C 0.9013 -1.9203 4.0902
C -0.1427 -1.0383 3.8492
C -4.1256 -0.1149 -0.2598
C -1.4796 -4.0733 -0.7466
C -0.0615 -1.5140 -2.4040
C 2.1334 -4.0798 -0.6848
C -0.1163 -0.2837 2.6895
C -1.9861 -0.4818 -1.3789
C 1.6779 4.1208 -1.2307
C -2.6866 4.0465 -1.3845
C -4.7586 0.2228 -1.4406
C -3.2905 4.4597 -0.0626
C 3.0601 -1.2762 1.0324
C 3.3337 2.6276 0.8659
C 3.6023 1.8581 -2.0876
H 2.9799 -5.2884 0.8851
H -5.7958 0.5198 -1.4608
H 4.1340 3.3708 0.7821
H 2.7872 -2.6487 3.2991
H -0.3004 -4.2777 -2.5520
H 0.9976 4.4608 -0.4464
H 3.9752 0.8813 -1.7767
H 1.7288 -4.1600 1.4222
H 4.4459 2.5448 -2.2095
H -1.8529 -3.0698 -0.9447
H 0.1604 -5.3539 -1.2580
H -0.9695 -0.9313 4.5380
H -1.3311 -4.1521 0.3316
H 0.2726 -0.8380 -3.2027
H -2.2351 -4.8008 -1.0569
H 1.0905 4.0409 -2.1464
H 1.9156 -1.6899 -1.5984
H 3.7692 1.6662 1.1330
H 2.6550 2.9416 1.6610
H 0.9120 -2.5334 4.9841
H 2.4710 -4.7561 -1.4943
H 2.4571 4.8779 -1.3625
H 3.1013 1.7578 -3.0525
H -0.8933 0.4314 2.4492
H 2.9011 -3.3174 -0.5592
H 1.2781 -5.6489 0.5731
H -0.8285 -2.1500 -2.8648
H 1.5649 -2.7686 -2.9532
```

---

Formula: C9H7NO2
Source: the Open Molecules 2025 dataset
Level of theory: ωB97M-V with the def2-TZVPD basis set

The value obtained for the strongest force on any atom is 4.3 eV Å⁻¹. The HOMO-LUMO gap is 0.2994 hartree. The value obtained for the LUMO energy is -0.224 eV.

XYZ file:
```
19
C9H7NO2 ωB97M-V with the def2-TZVPD basis set
O 3.1730 1.0829 -0.1705
O 2.4167 -1.0266 -0.6232
N -0.6102 -1.5995 0.3337
C 2.7596 0.0080 -0.3450
C -1.0660 -2.7669 -0.2868
C 0.3019 1.4869 1.5208
C -0.7770 -0.2140 0.0308
C -0.9880 0.6711 -1.0305
C -0.7085 2.0521 -0.7033
C 0.1266 -1.3557 1.4734
C -0.1268 0.1664 1.2059
C -0.0514 2.4824 0.4695
H -1.2249 0.3405 -2.0980
H -0.2792 -3.2073 -0.9453
H 0.7633 1.8316 2.4562
H -1.9354 -2.5505 -0.8559
H 0.4407 3.4767 0.5772
H -0.8826 2.6771 -1.5411
H -1.3318 -3.5554 0.5321
```

---

Formula: C6H11N
Source: the Open Molecules 2025 dataset
Level of theory: ωB97M-V with the def2-TZVPD basis set

The value obtained for the strongest force on any atom is 6.0 eV Å⁻¹. The SMILES is C=C/C(N)=C/CC. The HOMO-LUMO gap is 0.2894 hartree. The value obtained for the LUMO energy is 0.705 eV.

XYZ file:
```
18
C6H11N ωB97M-V with the def2-TZVPD basis set
N -0.6830 1.0329 1.3439
C -0.1302 -0.4189 -0.5140
C 0.2724 0.3295 0.6141
C 2.5642 1.4226 0.9820
C -1.6006 -1.6503 -2.2259
C 1.6175 0.4539 1.0141
C -1.4926 -0.9855 -0.7204
H 2.4643 2.4203 0.4981
H -1.6631 1.0753 1.1714
H -1.5969 -0.7077 -2.8768
H -0.2662 1.7476 1.8897
H -2.4244 -0.3335 -0.5895
H 1.9803 -0.5668 1.0658
H 0.3571 -0.2838 -1.6130
H 3.6399 1.0778 1.1770
H -0.8052 -2.4032 -2.5048
H -2.5675 -2.2339 -2.5196
H -1.7202 -1.9305 -0.0043
```

---

Formula: C6H17NO
Source: the Open Molecules 2025 dataset
Level of theory: ωB97M-V with the def2-TZVPD basis set

The value obtained for the strongest force on any atom is 1.2 eV Å⁻¹. The SMILES is CCN(CC)CC.O. The HOMO-LUMO gap is 0.3547 hartree. The value obtained for the LUMO energy is 1.027 eV.

XYZ file:
```
25
C6H17NO ωB97M-V with the def2-TZVPD basis set
O -2.7502 -1.7150 1.0355
N 0.3814 0.0965 -0.4957
C -1.8798 0.7825 -1.0628
C 2.0605 -1.6001 0.1510
C -0.4561 0.6080 -1.5809
C 0.7491 1.1271 0.4654
C 1.5215 -0.6789 -0.9532
C 0.2596 0.8584 1.8777
H -1.9095 -1.2591 0.9345
H -0.3927 -0.0880 -2.4148
H 2.7979 -2.2774 -0.2769
H -0.7488 0.4549 1.9358
H 0.9361 0.1309 2.3384
H 1.2190 -2.1502 0.5590
H -2.6693 1.0518 -1.7728
H 0.3354 1.7100 2.5515
H 1.8276 1.2873 0.4269
H 0.3541 2.0919 0.1195
H 2.4682 -1.0058 0.9631
H 2.3338 -0.0487 -1.3452
H -1.9478 1.6017 -0.3735
H -2.1404 -0.1684 -0.6045
H -3.4456 -1.0886 1.2516
H 1.2215 -1.3123 -1.7812
H -0.1256 1.5917 -1.9486
```

---

Formula: C3H11N2S
Source: the Open Molecules 2025 dataset
Level of theory: ωB97M-V with the def2-TZVPD basis set

The value obtained for the strongest force on any atom is 0.9 eV Å⁻¹. Its total charge is +1. The HOMO-LUMO gap is 0.3019 hartree. The value obtained for the LUMO energy is -3.968 eV.

XYZ file:
```
17
C3H11N2S ωB97M-V with the def2-TZVPD basis set
S 1.2321 -0.2079 0.9151
N -3.9451 1.5330 -0.2448
N -1.9671 0.8367 0.7641
C -2.6501 1.5861 -0.0709
C 2.3424 -1.5251 0.3543
C 2.9691 -1.3225 -0.9923
H -2.2923 -0.0504 1.1257
H 2.1837 0.7306 1.0244
H 1.7847 -2.4427 0.4566
H -2.1142 2.2640 -0.7229
H -4.3832 1.9379 -1.0615
H -1.1139 1.2338 1.1306
H 3.5618 -0.4082 -1.0199
H 3.0802 -1.6896 1.1367
H 3.5969 -2.1625 -1.2776
H 2.2376 -1.2008 -1.7956
H -4.5226 0.8874 0.2781
```

---

Formula: C7H10O2S
Source: the Open Molecules 2025 dataset
Level of theory: ωB97M-V with the def2-TZVPD basis set

The value obtained for the strongest force on any atom is 3.8 eV Å⁻¹. The HOMO-LUMO gap (spin up / spin down) is 0.2776 / 0.2753 hartree. The value obtained for the LUMO energy (spin up / spin down) is 0.161 / 0.142 eV.

XYZ file:
```
20
C7H10O2S ωB97M-V with the def2-TZVPD basis set
S -0.8998 1.8144 -1.7791
O -3.5249 -0.4043 0.0856
O -3.0523 1.5210 1.1941
C -0.2542 -0.7233 1.2596
C -0.2810 0.4624 -1.0421
C 0.4948 0.1629 0.2710
C -1.7938 0.6361 -2.6995
C -3.2668 0.6089 0.5349
C -1.0705 -0.4659 -1.8793
C 0.9738 1.3580 0.9996
H 0.2233 1.7691 1.5272
H 1.5330 0.8887 1.8206
H -1.6751 0.7647 -3.7646
H -0.5985 -0.9606 -2.7887
H 1.2694 -0.5374 -0.1888
H -0.7379 -1.5723 0.8216
H -1.7236 -1.1408 -1.2453
H -1.0882 -0.1414 1.6837
H 1.6107 2.1112 0.5766
H 0.4441 -1.1320 2.0130
```